This record from OMol25 describes the ion C4H8NO with charge +1 at a distorted geometry. The level of theory is wB97M-V/def2-TZVPD.

Last column: Löwdin charge in e.
Atoms and positions in Å:
O (-0.65, -1.96, 0.00)  -0.009
N (-1.34, 0.62, -0.04)  0.211
C (-2.42, 0.73, -0.38)  0.276
C (0.40, -1.08, -0.12)  -0.315
C (0.24, 0.24, 0.53)  -0.160
C (1.29, 1.24, 0.03)  0.014
H (-0.06, 0.12, 1.50)  0.119
H (1.72, 1.80, 0.78)  0.066
H (0.77, 1.78, -0.84)  0.134
H (-0.51, -2.28, 0.93)  0.141
H (-3.33, 0.56, -0.86)  0.111
H (1.94, 0.52, -0.49)  0.089
H (1.42, -1.30, 0.22)  0.149
H (0.53, -1.00, -1.26)  0.175

Its charge is +1. As for the energy relative to the best compared isomer or geometry (same formula, charge and spin): 2.7529 eV. The value obtained for the electronic energy is -286.84132 Eh. The frontier orbital gap is 11.40 eV. Its HOMO energy is -15.5 eV. The value obtained for the LUMO energy is -4.1 eV.